76
Properties=species:S:1:pos:R:3 method="wB97M-V/def2-TZVPD" homo_ev="-6.46 / -8.35" charge=0 s2=3.77 e_above_lowest_kcal_mol=37.56 fmax_ev_per_a=3.7 multiplicity=4 energy_ev=-121957.0345
Co 2.03 -0.21 0.92
C -2.44 0.87 -3.81
C -2.80 1.65 -2.79
C -3.82 1.36 -1.73
C -4.08 -0.13 -1.36
C -2.92 -1.07 -1.21
C -2.15 -1.55 -2.21
C -2.69 -1.71 -3.60
C -3.15 -0.39 -4.26
C 3.16 -1.82 1.06
H -1.64 1.18 -4.49
H -2.47 2.69 -2.77
H -4.81 1.76 -2.02
H -3.54 1.92 -0.81
H -4.59 -0.11 -0.38
H -4.79 -0.55 -2.09
H -2.96 -1.61 -0.24
H -1.17 -2.03 -2.03
H -3.58 -2.37 -3.55
H -1.95 -2.20 -4.24
H -2.97 -0.49 -5.34
H -4.24 -0.30 -4.11
H 3.99 -1.52 0.39
H 2.77 -2.79 0.74
H 3.51 -1.88 2.11
P 0.27 -1.31 1.32
P 0.85 1.57 0.60
N -0.08 -2.79 0.47
N 0.15 -1.86 2.97
N 1.01 1.52 -1.16
N 1.20 3.22 0.85
C -1.14 -0.23 1.04
C -0.88 1.29 0.99
C 0.70 -3.28 -0.59
C 0.26 -4.56 -0.91
C -0.86 -4.85 -0.06
C -1.06 -3.74 0.75
C 1.12 -2.67 3.58
C 0.91 -2.68 4.95
C -0.25 -1.88 5.21
C -0.70 -1.39 3.98
C 1.93 0.73 -1.87
C 1.72 0.91 -3.23
C 0.65 1.84 -3.38
C 0.21 2.16 -2.10
C 0.82 4.34 0.08
C 1.42 5.47 0.60
C 2.19 5.07 1.75
C 2.01 3.69 1.89
H -1.94 -0.49 1.75
H -1.45 -0.51 0.02
H -1.54 1.79 0.26
H -1.07 1.77 1.97
H 1.50 -2.68 -1.01
H 0.68 -5.22 -1.66
H -1.45 -5.76 -0.04
H -1.81 -3.55 1.51
H 1.88 -3.17 2.98
H 1.52 -3.18 5.69
H -0.69 -1.67 6.17
H -1.54 -0.76 3.74
H 2.68 0.16 -1.33
H 2.28 0.44 -4.03
H 0.23 2.23 -4.30
H -0.62 2.77 -1.77
H 0.17 4.24 -0.77
H 1.32 6.48 0.21
H 2.81 5.70 2.37
H 2.36 3.00 2.64
Cl 2.57 0.52 3.22
C 4.22 1.23 2.84
Cl 5.48 0.04 3.14
C 4.31 1.66 1.35
O 5.07 2.59 1.12
O 3.54 1.02 0.52
H 4.35 2.10 3.49

***

74
Properties=species:S:1:pos:R:3 method="wB97M-V/def2-TZVPD" homo_ev="-13.64 / -13.85" charge=+2 s2=6.01 fmax_ev_per_a=0.4 multiplicity=5 energy_ev=-84318.9464
Co -0.70 -1.47 -2.53
C 1.89 -3.66 -2.85
C 0.85 -2.92 -3.65
C -0.37 -3.58 -3.95
C -0.54 -5.01 -3.54
C -1.43 -2.88 -4.54
C -2.79 -3.51 -4.66
C -1.23 -1.56 -4.98
C -2.31 -0.84 -5.72
C -0.01 -0.90 -4.69
C 0.14 0.55 -5.06
C 1.05 -1.59 -4.06
C 2.37 -0.90 -3.83
H 2.48 -4.32 -3.49
H 1.42 -4.27 -2.09
H 2.58 -2.97 -2.36
H -0.86 -5.06 -2.49
H 0.40 -5.56 -3.62
H -1.28 -5.52 -4.15
H -2.91 -4.02 -5.62
H -3.57 -2.76 -4.59
H -2.96 -4.24 -3.88
H -2.97 -0.31 -5.02
H -2.92 -1.54 -6.29
H -1.90 -0.11 -6.41
H 0.44 0.66 -6.10
H 0.88 1.05 -4.44
H -0.81 1.08 -4.94
H 2.38 -0.31 -2.91
H 2.59 -0.22 -4.65
H 3.18 -1.62 -3.78
F 3.40 0.27 2.42
C 2.12 0.66 2.25
C 1.50 0.32 1.09
C 0.19 0.73 0.84
C -0.47 0.37 -0.41
O 0.20 -0.26 -1.29
C -1.80 0.78 -0.56
C -2.38 1.54 0.42
N -1.79 1.88 1.57
C -2.48 2.74 2.52
C -2.96 2.15 3.82
C -3.94 2.54 2.76
C -0.48 1.48 1.81
C 0.18 1.81 3.00
C 1.48 1.42 3.25
N 2.09 1.77 4.47
C 1.96 3.13 4.97
C 1.68 3.07 6.47
N 2.37 1.84 7.03
C 3.67 1.61 6.32
C 3.37 1.16 4.88
C -2.67 0.50 -1.76
O -3.74 1.02 -1.87
O -2.18 -0.34 -2.66
H 2.03 -0.26 0.34
H -3.39 1.90 0.27
H -2.10 3.75 2.52
H -2.88 2.77 4.71
H -2.79 1.09 3.98
H -4.54 3.42 2.89
H -4.44 1.73 2.24
H -0.37 2.36 3.76
H 1.14 3.65 4.48
H 2.87 3.71 4.76
H 0.62 2.96 6.69
H 2.07 3.94 7.00
H 1.76 1.03 6.89
H 2.51 1.94 8.04
H 4.24 0.85 6.86
H 4.21 2.55 6.37
H 3.27 0.08 4.85
H 4.21 1.44 4.26
F -0.83 -2.80 -1.35

***

160
Properties=species:S:1:pos:R:3 method="wB97M-V/def2-TZVPD" homo_ev="-1.97 / -1.97" charge=-4 s2=0.76 fmax_ev_per_a=8.7 multiplicity=2 energy_ev=-371302.7905
C 1.71 0.12 -1.00
C 0.41 -0.53 -0.64
C 0.57 -1.90 -0.08
N -0.70 -2.80 -0.19
C -1.95 -2.12 0.44
C -1.86 -1.93 1.90
C -1.55 -3.18 2.71
C -0.38 -3.96 2.12
C -0.48 -4.10 0.54
C -0.95 -3.19 -1.67
H 1.66 1.10 -1.49
H 2.49 -0.44 -1.52
H 2.15 0.25 -0.02
H -0.29 -0.42 -1.47
H -0.09 0.02 0.15
H 0.78 -1.81 0.99
H 1.33 -2.44 -0.65
H -2.13 -1.15 -0.01
H -2.77 -2.80 0.25
H -1.10 -1.18 2.11
H -2.81 -1.45 2.15
H -1.34 -2.96 3.76
H -2.42 -3.84 2.78
H 0.58 -3.59 2.47
H -0.55 -4.95 2.55
H 0.31 -4.63 0.00
H -1.39 -4.65 0.30
H -1.14 -2.29 -2.26
H -1.88 -3.75 -1.80
H -0.09 -3.80 -1.94
C 0.03 3.79 0.03
O 0.37 5.02 0.60
C 1.70 5.43 0.20
C 2.04 6.82 0.74
N 1.02 7.82 0.20
H 0.17 7.27 0.28
H 0.90 8.57 0.86
C 1.06 8.15 -1.29
C -0.30 8.01 -1.95
O -0.96 6.84 -1.54
C -2.19 6.55 -2.09
H 0.67 2.91 -0.03
H -0.37 4.07 -0.94
H -0.82 3.43 0.62
H 1.72 5.30 -0.88
H 2.40 4.69 0.60
H 3.04 7.19 0.53
H 1.98 6.88 1.83
H 1.67 7.38 -1.77
H 1.54 9.12 -1.40
H -0.06 7.86 -3.01
H -0.88 8.93 -1.88
H -2.90 7.38 -2.06
H -2.61 5.76 -1.48
H -2.13 6.21 -3.12
C 2.71 4.74 6.08
F 1.60 4.03 6.26
F 2.35 6.02 6.22
F 3.60 4.50 7.07
S 3.53 4.48 4.32
O 2.64 5.19 3.43
O 4.81 5.09 4.43
N 3.54 2.74 4.23
S 2.35 2.40 3.40
O 1.09 3.08 3.65
O 2.63 2.21 1.97
C 1.97 0.55 3.99
F 0.92 0.09 3.35
F 2.96 -0.20 3.66
F 1.89 0.45 5.36
C 2.02 3.13 -3.61
F 2.90 3.13 -2.59
F 2.36 2.16 -4.42
F 0.74 3.00 -3.08
S 2.26 4.74 -4.64
O 1.15 4.97 -5.57
O 2.45 5.80 -3.64
N 3.77 4.41 -5.30
S 3.50 4.12 -6.81
O 2.49 3.08 -7.07
O 3.32 5.30 -7.65
C 5.18 3.37 -7.40
F 6.15 4.28 -7.49
F 5.46 2.36 -6.58
F 4.87 2.90 -8.68
C -7.24 -2.99 -0.12
F -6.12 -2.57 -0.73
F -7.71 -2.17 0.76
F -8.23 -3.20 -1.05
S -7.01 -4.71 0.70
O -5.97 -4.59 1.71
O -8.29 -5.19 1.19
N -6.55 -5.68 -0.67
S -5.05 -5.86 -0.59
O -4.23 -4.64 -0.74
O -4.59 -6.80 0.46
C -4.88 -6.91 -2.20
F -5.41 -6.40 -3.32
F -3.57 -7.12 -2.45
F -5.36 -8.16 -1.99
C 10.03 -1.31 3.97
F 10.57 -2.25 4.78
F 9.86 -0.13 4.57
F 10.90 -1.21 2.92
S 8.25 -2.01 3.45
O 8.63 -3.13 2.59
O 7.57 -2.35 4.73
N 7.62 -0.60 2.65
S 6.88 -1.19 1.43
O 7.74 -1.33 0.27
O 6.09 -2.34 1.77
C 5.56 0.14 1.07
F 6.06 1.33 0.70
F 4.73 -0.23 0.06
F 4.86 0.23 2.20
C -3.97 -1.54 -4.10
F -3.38 -2.50 -4.82
F -5.28 -1.55 -4.30
F -3.72 -1.75 -2.80
S -3.28 0.11 -4.56
O -1.86 -0.12 -4.39
O -3.64 0.37 -5.91
N -4.18 1.15 -3.52
S -3.09 1.66 -2.55
O -2.41 0.70 -1.67
O -2.21 2.68 -3.04
C -4.05 2.62 -1.14
F -3.17 3.08 -0.27
F -4.79 3.61 -1.57
F -4.83 1.73 -0.51
C 0.05 -7.29 -1.40
F -0.54 -8.35 -1.96
F -0.86 -6.22 -1.31
F 0.32 -7.60 -0.10
S 1.71 -6.93 -2.29
O 2.69 -6.67 -1.23
O 1.96 -8.07 -3.13
N 1.28 -5.70 -3.47
S 2.52 -4.82 -3.32
O 2.59 -4.05 -2.08
O 3.81 -5.50 -3.66
C 2.08 -3.55 -4.75
F 1.03 -2.88 -4.36
F 3.05 -2.57 -4.97
F 1.89 -4.11 -5.96
C -6.79 -0.54 4.31
F -6.90 -1.78 3.75
F -6.89 0.48 3.42
F -7.74 -0.29 5.26
S -4.99 -0.32 5.14
O -4.07 -0.55 4.01
O -5.03 1.09 5.63
N -4.94 -1.51 6.43
S -4.05 -2.52 5.86
O -4.55 -3.17 4.64
O -2.62 -2.26 5.85
C -4.17 -3.86 7.35
F -3.30 -4.86 7.14
F -3.95 -3.22 8.53
F -5.32 -4.40 7.24

***

- The highest multiplicity belongs to which entry?
  C29H36CoF2N3O3

***

- Which of these has the lowest charge?
  C29H36F42N9O30S14

***

- What is the charge in the third record?
  -4